No. 1
Computed, not measured: a 4-piece molecular cluster, C3H15NO3 overall, with ωB97M-V with the def2-TZVPD basis set.

Each line ends with the Mulliken charge.
CARTESIAN COORDINATES (ANGSTROEM)
1 H 2.89492 0.60864 -0.66291  0.263
2 O -3.38258 -2.26320 0.41343  -0.620
3 H 0.40562 0.15468 -2.07484  0.234
4 H 1.94534 0.44766 -2.88169  0.319
5 H -0.37117 -3.58667 -0.91202  0.314
6 H 0.88047 2.14114 -3.67783  0.228
7 O -1.57527 1.64904 6.45325  -0.628
8 H -3.62409 -1.55027 -0.16705  0.305
9 C 1.86482 0.95070 -0.73582  -0.484
10 C 1.25729 0.84045 -2.13148  -0.302
11 C 1.08488 0.09218 0.33254  -1.112
12 H 0.15703 0.52340 0.69005  0.309
13 H 0.95834 -0.94235 0.00966  0.294
14 H 1.86048 -0.00702 1.10104  0.358
15 H 1.79378 1.95594 -0.32799  0.320
16 H -2.49993 -2.00902 0.66229  0.312
17 H -1.73956 1.07825 5.71098  0.314
18 H -0.63239 1.61156 6.50923  0.313
19 H 0.12419 2.57211 -2.27793  0.202
20 O -0.96530 -2.94671 -1.36638  -0.601
21 H -1.42082 -3.52421 -1.99582  0.285
22 N 0.98393 2.20370 -2.67074  -0.625

As for the net charge: 0. The SMILES is CCCN.O.O.O. Its spin multiplicity is 1.

***

No. 2
Computed, not measured: a 12-piece molecular cluster, C45H90O21S9 overall, with ωB97M-V with the def2-TZVPD basis set.

Each line ends with the Mulliken charge.
CARTESIAN COORDINATES (ANGSTROEM)
1 H -0.74764 0.33822 7.29753  -0.026
2 H 6.09743 -2.92383 2.70598  0.465
3 O 3.88377 -3.72289 -1.53592  -0.801
4 H 3.67423 -3.30856 2.02877  0.368
5 H -7.33369 -0.06715 0.28854  0.356
6 H -2.10017 5.50631 -4.71300  0.569
7 H 3.10901 0.25811 -2.85529  -0.371
8 H -1.57506 -4.21619 5.08760  0.095
9 C 0.29519 -1.65209 4.85244  -0.180
10 C 0.01927 -0.39893 7.05973  -0.467
11 H 6.99833 -1.84311 0.63973  0.349
12 O 0.39122 0.96662 3.94886  -0.276
13 H -2.40754 2.09188 6.75967  0.134
14 H 2.12596 2.79945 -5.05748  0.278
15 H 1.06073 -2.36691 5.15425  0.500
16 H 3.40425 -5.47881 -5.81123  0.400
17 O 2.56665 -0.30134 4.17384  -0.852
18 H 3.61811 1.03547 -5.22797  0.263
19 C -2.34745 -4.93732 4.82024  -0.865
20 H -1.13968 -2.27207 6.58464  0.490
21 O 5.50892 -1.05610 -1.25234  -0.641
22 H -4.69907 -1.28219 -0.46491  0.178
23 O -4.78845 2.23271 2.75748  -0.690
24 H -1.58610 -7.17291 -1.76082  0.350
25 O 0.96912 1.91105 -2.88688  -0.058
26 H 0.62963 -0.40667 -3.99764  -0.248
27 H -2.47557 1.17314 4.18851  -0.189
28 H 3.07580 -0.98070 1.48157  -0.024
29 C -3.17178 2.29843 6.01041  -0.460
30 H -2.23837 -0.82719 1.16503  0.132
31 C 3.66384 -1.56617 0.77479  0.696
32 C -3.73734 3.71460 6.10098  -0.839
33 C -1.55598 0.00940 1.31522  0.907
34 H 5.11311 -1.62966 3.09591  0.137
35 O -7.78468 1.55664 -1.81531  -0.694
36 C 0.42966 3.87540 2.15363  0.028
37 H -5.57802 3.15754 5.06524  0.375
38 H -4.96091 2.24708 -2.33892  0.494
39 H -0.11709 -2.05678 3.92812  -0.476
40 H 6.92429 -0.50554 1.77083  0.438
41 O -2.85583 -5.98327 2.73625  -0.596
42 C 4.69408 -2.79446 -3.91145  -0.524
43 H -0.42298 -4.21871 0.34669  0.094
44 H 0.53170 -0.56978 -1.28023  -0.197
45 C 3.90177 -4.96643 -4.98781  -0.787
46 H -2.85151 -3.86052 1.57380  0.330
47 H -0.79701 -1.15637 -6.69075  0.386
48 C 1.02295 4.60074 3.34808  -1.002
49 C -6.65607 -0.50534 -0.44420  -0.849
50 H -7.03022 -1.48909 -0.72765  0.435
51 H -3.45928 4.27678 -3.16001  0.485
52 H -4.20669 3.95654 7.05453  0.469
53 C -0.48989 -2.59081 -5.17954  0.427
54 C -4.76320 3.87591 4.97518  -0.860
55 C 2.72812 3.33168 -4.32112  -0.877
56 C 5.50704 -2.14655 2.22083  -0.513
57 H -2.92616 4.44243 6.08234  0.314
58 H -3.97698 1.57382 6.13164  0.393
59 H -1.54135 5.35152 -0.53441  0.516
60 H 1.05146 2.80668 0.31970  -0.613
61 S -3.89814 3.12661 3.54124  1.240
62 C -4.57869 0.90536 -0.53365  0.768
63 H 4.90474 3.43270 -3.90901  0.315
64 C -1.55819 4.89068 -3.99511  -0.839
65 S 3.30131 -3.27550 -2.77611  1.019
66 C -0.22390 -4.07981 -0.71594  0.469
67 H 2.60016 -5.53740 -3.12441  0.526
68 H -0.08527 0.94998 -0.85107  -0.325
69 C -2.68230 2.18315 4.54243  0.639
70 C 2.80689 -4.76648 -3.86674  -0.686
71 C 4.37220 -2.73230 1.42143  -0.676
72 S 1.19862 -0.05645 4.61287  1.341
73 H -0.03713 4.65614 -1.17034  0.093
74 C -0.61298 -5.25054 -1.57128  0.310
75 H 1.32302 0.46025 0.01327  -0.211
76 S 2.71083 3.83353 3.64491  1.049
77 H -1.76978 2.75044 4.35913  -0.424
78 H -0.94335 -3.28499 -0.91279  0.034
79 S -1.18531 6.06152 -2.66370  1.234
80 H 0.91889 -1.40859 -6.39684  0.444
81 H -4.45282 0.62901 -2.59074  -0.033
82 C -1.85332 3.58929 -1.87421  1.261
83 H -0.61952 -3.51195 -5.74770  0.561
84 O 3.81310 4.83126 3.55924  -0.722
85 O 0.01781 -5.51116 -2.58931  -0.523
86 H -5.00151 -0.51918 1.09081  0.424
87 H -2.61515 2.94157 -3.82681  0.338
88 H 5.20032 1.11803 -4.60279  0.447
89 O 5.07034 0.86644 0.35599  -0.666
90 H -1.12402 -6.63066 -0.13441  0.314
91 O -2.74722 0.25014 -5.06496  -0.817
92 C -2.35139 -3.70213 2.52925  -0.204
93 H -3.28626 -4.87895 5.37100  0.312
94 H -2.71677 -2.26339 -5.13390  0.527
95 H 3.53052 -3.05076 -5.67769  0.090
96 H 1.25732 5.60578 2.99728  0.436
97 H 2.47837 4.39264 -4.33054  0.555
98 C 2.61560 2.75952 2.06327  -0.236
99 C -5.09372 1.23675 -1.95199  -0.414
100 O 0.14625 6.67521 -2.89213  -0.687
101 H -0.27704 3.06860 2.34793  -0.272
102 H 0.39545 4.48792 4.23217  0.389
103 H -3.49035 0.84803 -0.55127  -0.699
104 H 0.21689 -0.87759 8.01887  0.393
105 S 5.11675 -0.58723 0.09961  1.339
106 C 0.39618 0.07590 -0.41257  0.984
107 C -0.04972 -1.29647 -5.90971  -1.132
108 H 4.70714 -1.70589 -3.96557  -0.056
109 C -0.05378 -0.16487 -4.81163  -0.091
110 H -0.23921 4.55313 1.62317  0.300
111 C -1.81868 -2.19042 -4.52054  -1.373
112 H 4.56608 3.34390 -5.58232  0.443
113 O 2.65233 3.25068 -1.60033  -0.780
114 C 4.19433 1.49919 -4.42731  -0.715
115 H -1.12522 2.77817 -1.86642  -1.096
116 H 3.04081 -1.80467 -0.08720  -0.446
117 O 2.66272 2.99073 4.84785  -0.588
118 O -1.88260 -0.08666 -2.72998  -0.071
119 H 4.22961 1.35267 -2.12431  0.227
120 S -1.77792 -0.37620 -4.16564  1.038
121 H -1.91785 -5.92827 4.96714  0.360
122 O 2.20323 -2.28882 -2.77188  0.053
123 H 1.54560 1.27631 6.58197  0.531
124 H -1.63539 -1.00544 5.70064  0.206
125 S -6.79904 0.49535 -1.98835  1.170
126 C -0.28465 -0.57255 0.76576  0.366
127 H -1.75321 0.96154 0.82264  -0.130
128 H 4.69870 -5.65943 -4.71809  0.302
129 H 5.26765 -3.47975 -5.90089  0.454
130 C 1.49143 3.40057 1.12083  0.491
131 H -4.95152 1.68379 0.13205  0.299
132 C 4.18649 3.01543 -4.61479  -0.887
133 C -1.09873 4.80533 -1.36740  -0.716
134 O 0.13783 -1.61146 1.26579  -0.451
135 C -1.54320 -6.31502 -1.08979  -1.250
136 S 2.31022 2.49337 -2.79825  1.077
137 H 1.92019 4.25858 0.60306  0.442
138 H 0.81699 -3.77102 -0.81225  -0.166
139 H -0.62735 4.47164 -4.37724  0.142
140 H -1.93717 -2.64023 -3.53478  0.361
141 H -2.90010 -2.88138 2.99120  0.516
142 C 4.40024 -3.54428 -5.24397  -0.471
143 O -6.83241 -0.42098 -3.08361  -0.652
144 C 1.26564 0.23026 6.45754  -1.100
145 H 1.85581 -4.49621 -4.32554  0.145
146 H -2.55060 -5.89924 -1.07003  0.302
147 H 3.58323 2.53999 1.61206  0.671
148 C -5.17370 -0.42820 0.01834  -0.736
149 H -2.58802 3.29787 -1.12363  0.169
150 H -1.29627 -3.45323 2.41580  -0.284
151 H -5.11136 4.87415 4.70982  0.419
152 H 4.69322 -3.36175 0.59146  0.288
153 H 0.13724 0.86593 -5.11008  0.477
154 H -1.44909 0.17433 2.38735  -1.080
155 C -2.56126 -4.96402 3.33570  0.351
156 O -2.35981 6.90366 -2.36462  -0.680
157 C 3.60131 1.21902 -3.00492  0.122
158 O -3.16882 4.16410 2.79015  -0.635
159 C -0.69612 -1.42588 6.05994  -0.501
160 C 6.32203 -1.26022 1.26500  -1.044
161 H 5.62952 -3.16055 -3.48833  0.480
162 H 0.26972 -2.85978 -4.44554  -0.639
163 H 2.26717 1.85832 2.56776  -0.349
164 C -2.45598 3.86536 -3.27059  -0.849
165 H 2.12095 -0.40558 6.68611  0.472

As for the net charge: 0. The SMILES is O=S1(=O)CCCC1.O=S1(=O)CCCC1.O=S1(=O)CCCC1.O=S1(=O)CCCC1.O=S1(=O)CCCC1.O=S1(=O)CCCC1.O=S1(=O)CCCC1.O=S1(=O)CCCC1.O=S1(=O)CCCC1.CC(C)=O.CC(C)=O.CC(C)=O. Its spin multiplicity is 1.

***

No. 3
Computed, not measured: a 2-piece molecular cluster, C4H9NO2 overall, with ωB97M-V with the def2-TZVPD basis set.

Each line ends with the Mulliken charge.
CARTESIAN COORDINATES (ANGSTROEM)
1 H 0.28716 -2.62629 1.16581  0.333
2 H -0.35937 -1.11837 1.67138  0.331
3 O -0.46453 -0.39131 -2.20935  -0.431
4 C -0.51921 1.08297 0.44073  0.558
5 C 0.48870 -1.55559 1.15136  -0.851
6 H -0.54245 2.99863 -0.49423  0.330
7 H 1.43092 -1.33422 1.65415  0.292
8 C 0.14590 2.16773 -0.35613  -1.001
9 H 1.02971 2.51752 0.17838  0.282
10 C -0.57923 -1.01024 -1.16486  -0.064
11 N 0.48801 -0.93802 -0.16803  -0.233
12 H -0.99356 -2.03598 -1.21702  0.319
13 H 0.38012 1.78486 -1.35103  0.297
14 O -0.78009 1.13047 1.62065  -0.527
15 H 1.36278 -1.18677 -0.62379  0.244
16 H -1.37486 0.51462 -0.29802  0.123

As for the net charge: 0. The SMILES is CNC=O.CC=O. Its spin multiplicity is 1.

***

Energy above the lowest of the compared OMol25 structures with the same formula, charge and spin readings, ordered: 140.4; 281.3; 354.3 kJ/mol
Molecular weight readings, ordered: 113.2; 1255.8; 103.1 u